Below is 11 unconnected molecules or ions with the total composition C46H95NO10 in a non-equilibrium geometry, with properties calculated with the ωB97M-V functional and the def2-TZVPD basis.

Last columns: bonded neighbours and bond lengths (Å).
Positions of all 152 atoms, in Å:
1 C 1.39 0.19 -1.76  C2 1.533, H8 1.090, H9 1.090, H10 1.090
2 C 1.10 0.28 -0.26  C1 1.533, N3 1.464, H11 1.090, H12 1.090
3 N -0.34 0.26 0.01  C2 1.464, C4 1.459, C6 1.450
4 C -1.17 1.33 -0.52  N3 1.459, C5 1.547, H13 1.090, H14 1.090
5 C -1.02 2.49 0.49  C4 1.547, H15 1.090, H16 1.090, H17 1.090
6 C -0.95 -1.03 -0.27  N3 1.450, C7 1.549, H18 1.090, H19 1.090
7 C -0.26 -2.33 0.20  C6 1.549, H20 1.090, H21 1.090, H22 1.090
8 H 1.05 -0.73 -2.22  C1 1.090
9 H 2.48 0.10 -1.82  C1 1.090
10 H 1.05 1.06 -2.32  C1 1.090
11 H 1.62 -0.50 0.29  C2 1.090
12 H 1.52 1.22 0.11  C2 1.090
13 H -2.22 1.05 -0.56  C4 1.090
14 H -1.01 1.69 -1.54  C4 1.090
15 H 0.03 2.75 0.62  C5 1.090
16 H -1.26 2.21 1.51  C5 1.090
17 H -1.62 3.32 0.10  C5 1.090
18 H -1.89 -0.90 0.27  C6 1.090
19 H -1.16 -1.07 -1.34  C6 1.090
20 H 0.76 -2.51 -0.16  C7 1.090
21 H -0.08 -2.28 1.28  C7 1.090
22 H -0.74 -3.25 -0.14  C7 1.090
23 C 0.69 6.98 3.59  C24 1.505, C27 1.533, H28 1.090, H29 1.090
24 C 0.14 5.59 3.42  C23 1.505, C25 1.535, H30 1.090, H31 1.090
25 C -1.22 5.76 2.71  C24 1.535, O26 1.392, H32 1.090, H33 1.090
26 O -1.30 7.12 2.41  C25 1.392, C27 1.428
27 C -0.58 7.83 3.42  C23 1.533, O26 1.428, H34 1.090, H35 1.090
28 H 1.52 7.08 2.89  C23 1.090
29 H 1.06 7.26 4.58  C23 1.090
30 H 0.03 4.99 4.32  C24 1.090
31 H 0.80 5.06 2.74  C24 1.090
32 H -2.03 5.46 3.37  C25 1.090
33 H -1.29 5.12 1.83  C25 1.090
34 H -1.06 7.83 4.40  C27 1.090
35 H -0.38 8.78 2.92  C27 1.090
36 C 2.85 1.41 -6.57  C37 1.511, C40 1.516, H41 1.090, H42 1.090
37 C 1.95 1.31 -5.36  C36 1.511, C38 1.548, H43 1.090, H44 1.090
38 C 1.49 2.76 -5.07  C37 1.548, O39 1.426, H45 1.090, H46 1.090
39 O 1.72 3.39 -6.33  C38 1.426, C40 1.410
40 C 2.17 2.52 -7.35  C36 1.516, O39 1.410, H47 1.090, H48 1.090
41 H 3.03 0.53 -7.18  C36 1.090
42 H 3.83 1.74 -6.21  C36 1.090
43 H 2.46 0.76 -4.57  C37 1.090
44 H 1.05 0.74 -5.60  C37 1.090
45 H 2.14 3.24 -4.34  C38 1.090
46 H 0.45 2.71 -4.75  C38 1.090
47 H 2.93 2.99 -7.98  C40 1.090
48 H 1.28 2.09 -7.80  C40 1.090
49 C -2.00 -1.08 4.86  C50 1.558, C53 1.539, H54 1.090, H55 1.090
50 C -2.17 -2.17 3.76  C49 1.558, C51 1.579, H56 1.090, H57 1.090
51 C -3.42 -3.05 4.15  C50 1.579, O52 1.443, H58 1.090, H59 1.090
52 O -4.07 -2.20 5.12  C51 1.443, C53 1.503
53 C -3.06 -1.42 5.92  C49 1.539, O52 1.503, H60 1.090, H61 1.090
54 H -2.30 -0.08 4.56  C49 1.090
55 H -1.04 -1.14 5.37  C49 1.090
56 H -1.26 -2.74 3.58  C50 1.090
57 H -2.29 -1.80 2.74  C50 1.090
58 H -3.10 -3.99 4.61  C51 1.090
59 H -4.11 -3.31 3.35  C51 1.090
60 H -2.71 -1.95 6.80  C53 1.090
61 H -3.54 -0.49 6.22  C53 1.090
62 C 3.56 -2.67 1.80  C63 1.505, C66 1.536, H67 1.090, H68 1.090
63 C 3.16 -3.09 3.19  C62 1.505, C64 1.498, H69 1.090, H70 1.090
64 C 2.27 -4.28 2.98  C63 1.498, O65 1.458, H71 1.090, H72 1.090
65 O 1.98 -4.34 1.56  C64 1.458, C66 1.470
66 C 3.17 -3.82 0.86  C62 1.536, O65 1.470, H73 1.090, H74 1.090
67 H 4.62 -2.42 1.72  C62 1.090
68 H 2.91 -1.86 1.48  C62 1.090
69 H 2.74 -2.27 3.77  C63 1.090
70 H 4.07 -3.48 3.64  C63 1.090
71 H 1.37 -4.11 3.57  C64 1.090
72 H 2.81 -5.20 3.24  C64 1.090
73 H 2.78 -3.48 -0.09  C66 1.090
74 H 3.86 -4.65 0.72  C66 1.090
75 C 4.33 -2.74 -4.88  C76 1.430, C79 1.544, H80 1.090, H81 1.090
76 C 4.04 -4.13 -4.69  C75 1.430, C77 1.570, H82 1.090, H83 1.090
77 C 3.84 -4.28 -3.15  C76 1.570, O78 1.425, H84 1.090, H85 1.090
78 O 4.54 -3.19 -2.56  C77 1.425, C79 1.397
79 C 4.50 -2.13 -3.47  C75 1.544, O78 1.397, H86 1.090, H87 1.090
80 H 3.52 -2.34 -5.48  C75 1.090
81 H 5.25 -2.69 -5.47  C75 1.090
82 H 4.96 -4.65 -4.96  C76 1.090
83 H 3.29 -4.56 -5.35  C76 1.090
84 H 4.10 -5.23 -2.66  C77 1.090
85 H 2.79 -4.22 -2.84  C77 1.090
86 H 5.42 -1.56 -3.34  C79 1.090
87 H 3.68 -1.49 -3.16  C79 1.090
88 C -4.48 -4.14 -0.15  C89 1.526, C92 1.487, H93 1.090, H94 1.090
89 C -5.56 -3.39 0.62  C88 1.526, C90 1.568, H95 1.090, H96 1.090
90 C -6.30 -4.48 1.46  C89 1.568, O91 1.404, H97 1.090, H98 1.090
91 O -5.68 -5.67 1.03  C90 1.404, C92 1.460
92 C -4.99 -5.53 -0.25  C88 1.487, O91 1.460, H99 1.090, H100 1.090
93 H -3.54 -4.10 0.41  C88 1.090
94 H -4.26 -3.61 -1.08  C88 1.090
95 H -6.23 -2.90 -0.08  C89 1.090
96 H -5.27 -2.51 1.20  C89 1.090
97 H -7.38 -4.37 1.33  C90 1.090
98 H -6.02 -4.41 2.51  C90 1.090
99 H -5.61 -5.54 -1.14  C92 1.090
100 H -4.28 -6.34 -0.45  C92 1.090
101 C -4.79 0.66 0.85  C102 1.482, C105 1.591, H106 1.090, H107 1.090
102 C -4.05 0.93 2.11  C101 1.482, C103 1.541, H108 1.090, H109 1.090
103 C -5.02 0.52 3.24  C102 1.541, O104 1.399, H110 1.090, H111 1.090
104 O -6.22 1.08 2.78  C103 1.399, C105 1.465
105 C -6.24 1.11 1.32  C101 1.591, O104 1.465, H112 1.090, H113 1.090
106 H -4.76 -0.37 0.51  C101 1.090
107 H -4.47 1.20 -0.04  C101 1.090
108 H -3.79 1.97 2.26  C102 1.090
109 H -3.14 0.34 2.22  C102 1.090
110 H -4.74 0.91 4.22  C103 1.090
111 H -5.28 -0.53 3.33  C103 1.090
112 H -6.46 2.15 1.09  C105 1.090
113 H -7.01 0.56 0.77  C105 1.090
114 C 0.09 6.36 -0.90  C115 1.521, C118 1.532, H119 1.090, H120 1.090
115 C 1.20 6.32 -1.93  C114 1.521, C116 1.512, H121 1.090, H122 1.090
116 C 0.85 7.45 -2.87  C115 1.512, O117 1.444, H123 1.090, H124 1.090
117 O 0.25 8.42 -1.98  C116 1.444, C118 1.414
118 C -0.43 7.80 -0.90  C114 1.532, O117 1.414, H125 1.090, H126 1.090
119 H 0.36 6.11 0.13  C114 1.090
120 H -0.73 5.65 -1.07  C114 1.090
121 H 1.24 5.35 -2.43  C115 1.090
122 H 2.15 6.51 -1.42  C115 1.090
123 H 0.05 7.17 -3.56  C116 1.090
124 H 1.80 7.77 -3.29  C116 1.090
125 H -1.51 7.87 -1.05  C118 1.090
126 H -0.10 8.27 0.02  C118 1.090
127 C 4.09 4.22 -0.12  C128 1.504, C131 1.525, H132 1.090, H133 1.090
128 C 5.41 4.67 -0.67  C127 1.504, C129 1.600, H134 1.090, H135 1.090
129 C 5.13 4.84 -2.24  C128 1.600, O130 1.428, H136 1.090, H137 1.090
130 O 4.13 3.83 -2.44  C129 1.428, C131 1.409
131 C 3.67 3.27 -1.24  C127 1.525, O130 1.409, H138 1.090, H139 1.090
132 H 3.51 5.12 0.05  C127 1.090
133 H 4.23 3.72 0.84  C127 1.090
134 H 6.09 3.84 -0.49  C128 1.090
135 H 5.90 5.54 -0.22  C128 1.090
136 H 6.05 4.54 -2.74  C129 1.090
137 H 4.81 5.85 -2.48  C129 1.090
138 H 4.19 2.34 -1.00  C131 1.090
139 H 2.60 3.07 -1.24  C131 1.090
140 C -0.85 -8.52 1.55  C141 1.534, C144 1.475, H145 1.090, H146 1.090
141 C -0.41 -7.08 1.83  C140 1.534, C142 1.577, H147 1.090, H148 1.090
142 C 0.01 -6.61 0.38  C141 1.577, O143 1.437, H149 1.090, H150 1.090
143 O -0.90 -7.32 -0.48  C142 1.437, C144 1.465
144 C -1.47 -8.48 0.22  C140 1.475, O143 1.465, H151 1.090, H152 1.090
145 H -1.59 -8.82 2.29  C140 1.090
146 H 0.01 -9.19 1.48  C140 1.090
147 H 0.45 -6.95 2.48  C141 1.090
148 H -1.19 -6.39 2.15  C141 1.090
149 H 1.01 -6.90 0.08  C142 1.090
150 H -0.09 -5.54 0.20  C142 1.090
151 H -1.41 -9.45 -0.27  C144 1.090
152 H -2.54 -8.27 0.29  C144 1.090

Calculated values
Frontier orbital gap   8.7 eV
2S+1   1
SMILES   CCN(CC)CC.C1CCOC1.C1CCOC1.C1CCOC1.C1CCOC1.C1CCOC1.C1CCOC1.C1CCOC1.C1CCOC1.C1CCOC1.C1CCOC1
ΔE to the lowest compared entry with this formula, charge and spin   81.9 kcal/mol